97
Properties=species:S:1:pos:R:3:lowdin_charge:R:1 method="wB97M-V/def2-TZVPD" charge=+1 energy_ev=-83015.8375 e_above_lowest_kcal_mol=8.9 orbital_gap_ev=5.391
C -0.9337 4.8048 4.0549 -0.05
C 0.0486 3.4041 -0.6732 -0.09
C -1.4333 3.0262 -0.5707 -0.63
C -0.4365 -2.6413 -1.9775 -0.28
C 0.5519 3.4574 2.7335 -0.14
N -0.3359 -2.0619 -0.6422 0.03
H 2.7306 0.2308 -0.1876 0.10
H 0.7121 5.5827 2.9162 0.12
H 0.8914 1.0301 -1.8789 0.07
C 0.4539 0.3114 -3.8281 -0.06
H -2.8048 0.6690 2.2396 0.04
C 2.8226 -4.1213 -0.4541 -0.03
H 2.7777 -0.3889 1.3206 0.05
C -1.2303 2.4206 3.9723 -0.09
H -0.6121 -4.5633 -5.3138 0.11
H -1.9856 4.5426 -1.9688 0.10
H -3.1613 3.7568 0.5505 0.07
C 2.8389 1.4253 3.8035 -0.06
H -5.3981 0.9232 -0.3803 0.10
C 4.0745 1.1380 4.3674 -0.05
H -2.7836 -1.3043 0.7930 0.07
C 2.5269 -0.9076 3.3443 -0.14
H 1.4902 0.3601 -4.1363 0.12
H -4.4847 -1.0939 0.4179 0.10
C -1.6941 -3.9268 -3.5717 -0.07
Pt 0.2631 -0.0117 0.4031 0.77
C -1.6285 3.6667 4.4352 -0.05
H -2.6058 -0.5241 -4.9828 0.12
H -3.2165 0.0567 -2.7038 0.08
H -2.4786 3.7442 5.1000 0.12
O 3.8092 -4.8574 -4.0033 -0.35
C 0.6734 -2.6984 -2.7990 -0.03
C -0.5234 -0.1005 -4.7219 -0.05
H 4.6701 -2.7066 -2.8969 0.13
C -3.3357 0.6849 0.1194 -0.65
H -3.3348 -1.2779 -0.9052 0.06
H 5.5098 -0.3822 4.8471 0.12
C -1.6228 -3.2598 -2.3594 -0.05
H -3.5576 2.1779 1.7363 0.06
C 4.5426 -0.1657 4.4138 -0.04
H -4.4979 2.4172 -0.5481 0.07
P -1.5877 1.1472 -0.3816 1.03
C 0.1069 0.6704 -2.5372 -0.15
C 4.0762 -2.7713 -1.9933 -0.04
C 3.7248 -1.6338 -1.2835 -0.04
C -2.1825 0.1468 -2.9964 -0.08
H -2.4780 -3.2638 -1.6912 0.10
H 0.1182 4.4936 -0.6988 0.10
H 4.0622 -0.6560 -1.6173 0.12
H -1.8165 4.8700 0.4255 0.10
C 0.6093 -3.3969 -3.9962 -0.04
C 2.8778 -1.7466 -0.1898 -0.32
H -1.2430 5.7751 4.4200 0.12
O 5.1213 -5.9512 -2.2478 -0.32
H -4.3667 1.1658 -1.7817 0.07
S 3.8361 -5.4510 -2.6789 0.39
C -4.4458 1.3428 -0.7128 -0.06
H 4.6696 1.9425 4.7787 0.12
H -0.4893 -0.3283 4.5400 0.08
H 2.4976 2.4491 3.8097 0.09
C -3.5560 1.1041 1.5842 -0.08
C 3.5820 -4.0088 -1.6123 -0.24
C -1.2212 0.5975 -2.0934 -0.38
H -2.6138 -4.4211 -3.8577 0.11
H 1.5061 -3.5049 -4.5942 0.11
H 0.4983 3.0385 -1.5930 0.07
H 1.9432 -1.7303 2.9460 0.09
H 2.4606 -5.1040 -0.1768 0.13
C -2.0930 3.4581 -1.8936 -0.06
H 1.6021 -2.2416 -2.4949 0.09
H -1.7211 3.5259 1.5586 0.05
H -1.2355 -2.2188 -0.2015 0.05
H -0.2579 -0.3752 -5.7338 0.12
C -1.8395 -0.1823 -4.3001 -0.04
H -4.5295 0.7236 1.9004 0.10
N 2.3627 -0.5158 0.3989 -0.04
H -3.1558 3.2321 -1.9453 0.07
H 0.3239 -2.6482 -0.1328 0.06
C -0.1401 2.3055 3.1102 -0.37
H 1.8418 -3.0858 1.1532 0.10
C -0.5672 -0.5460 3.4742 -0.21
P 0.3962 0.6830 2.5311 0.84
C -2.0749 3.8191 0.5710 -0.07
C 2.4688 -2.9912 0.2677 -0.07
C 3.7623 -1.1935 3.9012 -0.04
H 4.1106 -2.2172 3.9296 0.12
C -3.4775 -0.8408 0.0819 -0.09
H -1.6017 3.0146 -2.7574 0.08
H -0.1294 -1.5263 3.2988 0.04
H 1.4034 3.3943 2.0671 0.11
C 0.1619 4.6979 3.2082 -0.06
C -0.5743 -4.0015 -4.3900 -0.05
H 0.6293 3.0461 0.1726 0.03
C 2.0472 0.4059 3.2779 -0.35
H -1.7818 1.5470 4.2912 0.10
H -1.6109 -0.5909 3.1794 0.03
O 2.6987 -6.2906 -2.3592 -0.35